88
Properties=species:S:1:pos:R:3:mulliken_spin:R:1 method="wB97M-V/def2-TZVPD" relative_energy_kcal_mol=0.00 max_force_ev_per_a=9.9 e_tot_ha=-2793.49704 charge=-1 e_lumo_ev="2.455 / 2.454" homo_ev="-3.4944 / -3.7162" multiplicity=3
Pr 0.190 -1.026 0.176 1.844
P -0.763 1.065 -0.345 -0.036
Cl -2.074 -1.679 0.519 -0.011
C 0.049 -1.561 -1.565 -0.051
H 0.846 -1.558 -2.316 0.003
H -0.897 -2.010 -1.892 -0.002
C -1.535 1.549 1.275 0.012
C -2.137 0.830 -1.580 0.021
C -2.010 2.998 1.470 0.001
H -2.405 0.877 1.299 0.013
C -2.747 3.137 2.812 0.000
H -1.146 3.674 1.469 0.000
H -2.663 3.309 0.650 0.001
C -1.856 2.705 3.983 0.000
H -3.078 4.174 2.945 0.000
H -3.650 2.511 2.790 0.000
C -1.341 1.274 3.785 0.002
H -1.000 3.392 4.056 0.000
H -2.407 2.782 4.928 0.000
C -0.618 1.124 2.441 0.012
H -0.667 0.990 4.601 0.000
H -2.184 0.571 3.806 0.000
H 0.297 1.731 2.438 -0.003
H -0.314 0.071 2.326 0.009
C 0.254 2.486 -1.012 0.004
C -1.617 0.805 -3.028 0.006
H -2.445 -0.192 -1.325 -0.010
C -2.714 0.294 -3.972 -0.001
H -1.307 1.807 -3.351 -0.001
H -0.732 0.159 -3.096 -0.001
C -3.983 1.148 -3.850 0.000
H -2.348 0.297 -5.006 0.000
H -2.950 -0.747 -3.715 0.000
C -4.483 1.188 -2.400 0.000
H -3.763 2.172 -4.187 0.000
H -4.767 0.759 -4.509 0.000
C -3.397 1.701 -1.440 0.002
H -5.374 1.821 -2.320 0.000
H -4.776 0.176 -2.090 0.000
H -3.183 2.753 -1.662 -0.001
H -3.770 1.653 -0.412 0.000
C 1.354 2.971 -0.050 0.003
H 0.748 2.035 -1.887 0.002
C 2.288 3.976 -0.740 0.000
H 0.886 3.448 0.820 0.000
H 1.942 2.133 0.323 -0.001
C 1.512 5.173 -1.300 0.001
H 3.054 4.312 -0.031 0.000
H 2.814 3.466 -1.559 0.000
C 0.386 4.703 -2.227 0.000
H 1.077 5.744 -0.467 0.000
H 2.188 5.852 -1.832 0.000
C -0.544 3.707 -1.518 -0.003
H -0.198 5.559 -2.586 0.000
H 0.821 4.219 -3.114 0.000
H -1.026 4.206 -0.671 0.001
H -1.338 3.401 -2.201 -0.001
C 2.435 -0.273 0.795 0.126
C 2.406 -0.348 -0.583 0.034
H 2.024 0.606 1.286 0.027
C 3.226 -1.375 -1.322 -0.025
H 2.058 0.503 -1.161 0.010
C 3.645 -2.538 -0.420 0.007
H 2.689 -1.741 -2.205 0.002
H 4.120 -0.865 -1.716 0.005
C 4.311 -1.995 0.848 -0.001
H 2.758 -3.121 -0.145 -0.003
H 4.329 -3.201 -0.961 0.000
C 3.344 -1.113 1.657 0.003
H 4.669 -2.816 1.478 0.000
H 5.192 -1.406 0.558 0.000
H 2.744 -1.730 2.332 -0.002
H 3.911 -0.415 2.288 0.004
O 0.175 -5.752 -0.585 0.000
C 0.699 -6.203 0.580 0.000
C 0.915 -7.584 0.664 0.000
C 1.416 -8.161 1.829 0.000
C 1.703 -7.362 2.932 0.000
C 1.492 -5.982 2.876 0.000
C 0.998 -5.369 1.705 -0.001
C 0.815 -3.890 1.707 -0.006
O 0.801 -3.211 2.831 0.001
O 0.677 -3.259 0.570 0.007
H -0.133 -4.860 -0.768 -0.001
H 0.681 -8.219 -0.182 0.000
H 1.575 -9.231 1.875 0.000
H 2.092 -7.815 3.835 0.000
H 1.733 -5.390 3.750 0.000